C61H139N9O9 | ωB97M-V/def2-TZVPD

```
218
Properties=species:S:1:pos:R:3:forces:R:3
C -2.19106 -1.61989 -1.08489 -0.1 0.3 0.3
C -3.57819 -1.87884 -1.68077 0.5 0.7 0.2
C -4.05443 -0.59318 -2.36869 -1.2 -0.3 0.1
C -3.41490 -3.01256 -2.70198 -0.3 0.3 0.0
C -4.70906 -3.71502 -3.04929 -0.1 -0.3 0.2
C -5.42660 -4.18608 -1.79802 0.2 -0.1 0.1
C -5.66275 -3.05781 -0.80120 -1.7 0.5 0.1
C -6.85676 -2.18024 -1.25704 -0.3 -0.4 0.1
C -6.09225 -3.67615 0.53170 1.0 0.0 0.5
N -4.46353 -2.30089 -0.61110 1.4 -1.3 0.2
O -4.53809 -1.40469 0.46245 -0.2 0.4 -0.2
H -1.78975 -2.51436 -0.61142 0.1 -0.1 -0.1
H -1.50448 -1.27558 -1.86069 0.1 -0.2 -0.1
H -2.19708 -0.83853 -0.32101 -0.1 0.0 -0.1
H -3.37319 -0.26800 -3.15402 -0.8 -0.3 0.9
H -5.04261 -0.77881 -2.80327 0.1 0.0 -0.3
H -4.24688 0.20678 -1.64922 0.4 0.0 0.1
H -3.01671 -2.55092 -3.60760 0.3 -0.1 0.0
H -2.69805 -3.73776 -2.31429 0.1 0.0 0.0
H -5.38234 -3.04849 -3.59161 0.1 0.0 -0.2
H -4.47801 -4.57965 -3.67424 -0.2 0.1 -0.2
H -4.86437 -4.97335 -1.28244 0.1 0.0 -0.1
H -6.39745 -4.60720 -2.06909 0.0 0.0 0.1
H -6.90507 -1.26878 -0.66051 0.2 0.2 -0.2
H -7.79605 -2.70433 -1.04818 0.1 -0.1 -0.1
H -6.83987 -1.97995 -2.32801 0.0 0.3 0.1
H -5.19313 -3.99897 1.07582 -0.1 -0.3 -0.2
H -6.72238 -4.54317 0.34952 -0.2 0.1 0.1
H -6.55840 -2.95495 1.20144 -0.3 0.0 -0.2
H -4.02088 -1.82005 1.16198 0.0 0.0 0.0
C 0.19667 -5.15347 3.49488 0.1 0.4 1.0
C -1.30269 -5.48134 3.36412 1.3 0.2 -0.1
C -1.86520 -4.68854 2.20448 -0.4 0.4 -0.6
C -1.49162 -6.96879 3.07648 -0.2 -0.1 -0.1
C -1.31055 -7.86917 4.28572 0.2 0.5 0.2
C -2.17401 -7.39096 5.44537 -0.4 -0.7 0.0
C -2.08334 -5.90453 5.77956 -0.1 0.3 0.5
C -3.38216 -5.52726 6.49645 -0.3 -0.1 0.2
C -0.89688 -5.64663 6.71569 0.7 -0.5 0.1
N -2.01753 -5.11049 4.56242 -1.5 -0.6 -0.3
O -1.98532 -3.73024 4.84420 0.5 0.1 0.0
H 0.63622 -5.70907 4.32844 0.1 -0.3 -0.3
H 0.78489 -5.29844 2.58995 -0.1 -0.1 -0.1
H 0.29918 -4.11848 3.84421 0.0 0.1 -0.4
H -1.44971 -4.99539 1.24177 0.1 -0.2 0.1
H -2.95163 -4.81699 2.13968 0.1 0.0 0.1
H -1.64026 -3.62230 2.29394 0.0 0.0 0.1
H -2.48950 -7.11515 2.64705 0.0 0.0 0.1
H -0.76271 -7.23232 2.30549 -0.1 0.0 -0.1
H -1.56264 -8.89309 4.01142 0.1 -0.1 0.1
H -0.25997 -7.85381 4.59625 0.0 -0.1 -0.1
H -1.93290 -7.95484 6.35258 0.1 0.1 0.0
H -3.22151 -7.66217 5.26529 0.0 0.2 -0.3
H -3.30422 -4.55613 6.98299 0.0 0.0 0.0
H -3.64100 -6.28913 7.23843 0.2 0.1 0.2
H -4.22547 -5.51801 5.80267 0.1 0.1 -0.2
H -0.63849 -4.59108 6.79338 -0.1 0.0 -0.1
H -0.01385 -6.19903 6.37032 0.0 0.3 -0.2
H -1.04089 -6.04012 7.72693 -0.4 0.1 -0.1
H -2.74461 -3.36795 4.37486 -0.1 -0.1 0.1
C 3.26510 2.15734 -6.08148 0.2 0.0 0.2
C 4.29372 3.03914 -5.33605 -0.1 -0.9 -0.5
C 4.22726 2.67560 -3.86112 -0.1 0.3 0.3
C 5.69710 2.66707 -5.82997 0.3 0.7 0.4
C 6.02704 3.24732 -7.19276 -0.5 -0.5 -0.3
C 5.80003 4.74303 -7.16631 0.9 0.5 -0.2
C 4.39607 5.16523 -6.72599 0.6 0.0 -0.1
C 4.44891 6.65676 -6.38764 -0.7 0.5 -0.2
C 3.38717 4.92583 -7.85342 -0.8 0.7 0.3
N 4.10832 4.47963 -5.46450 0.1 0.0 0.4
O 2.78791 4.82589 -5.07182 -0.3 -0.4 -0.2
H 3.50016 1.11378 -5.85647 -0.1 0.0 0.0
H 2.24606 2.34743 -5.74167 0.0 0.1 -0.2
H 3.33765 2.27181 -7.15866 -0.2 0.0 0.0
H 4.57535 1.65890 -3.67797 -0.1 -0.1 -0.1
H 4.87289 3.34648 -3.28732 0.0 0.0 0.0
H 3.20580 2.76647 -3.48081 0.1 -0.1 0.1
H 6.40861 3.10934 -5.11843 0.0 -0.2 0.0
H 5.80156 1.58398 -5.77483 0.1 0.0 -0.1
H 7.04736 2.99583 -7.48697 0.0 0.1 0.1
H 5.37846 2.78830 -7.94968 0.1 0.0 0.0
H 6.04561 5.19797 -8.13372 -0.4 -0.2 -0.1
H 6.56172 5.22247 -6.53302 -0.3 -0.2 0.4
H 4.78193 6.80119 -5.36222 0.1 -0.1 0.0
H 3.45377 7.10619 -6.47431 0.0 -0.1 0.1
H 5.09046 7.23598 -7.05611 0.1 -0.3 -0.1
H 3.38294 3.93199 -8.28582 0.3 0.0 -0.2
H 3.52616 5.69744 -8.61507 0.2 -0.3 -0.2
H 2.37550 5.11005 -7.47236 0.1 -0.1 0.1
H 2.83277 4.99634 -4.10074 0.0 0.5 -0.1
C 1.00744 0.43167 9.34358 -0.6 0.3 -0.3
C 2.01778 -0.07865 8.30040 -0.4 0.3 0.7
C 3.38117 0.47842 8.66371 0.7 0.5 0.1
C 2.10989 -1.60430 8.36000 0.7 -0.5 0.0
C 1.03200 -2.35886 7.60278 -0.3 0.4 -0.1
C 0.81780 -1.76344 6.20489 -0.2 -0.6 0.5
C 0.62891 -0.24646 6.17496 -0.2 -0.2 0.0
C 0.80048 0.16385 4.72251 -0.4 0.6 -0.5
C -0.78154 0.13451 6.65401 0.0 0.3 -0.5
N 1.70242 0.36017 6.95247 0.9 -0.4 -0.8
O 1.65594 1.78426 6.88283 -0.3 -0.3 0.2
H 1.45557 0.51844 10.33216 -0.1 -0.3 0.1
H 0.64700 1.42758 9.07054 0.3 0.0 0.0
H 0.10518 -0.18412 9.36276 0.2 -0.2 0.3
H 3.32154 1.51243 9.01148 -0.1 0.0 -0.1
H 3.85858 -0.09187 9.46367 -0.2 -0.1 0.0
H 4.05688 0.46916 7.80462 -0.1 -0.2 0.0
H 3.10245 -1.91799 8.00966 -0.1 0.2 -0.3
H 2.12959 -1.88449 9.41846 -0.2 0.0 0.0
H 1.28213 -3.41176 7.46080 0.1 0.0 0.3
H 0.10409 -2.34017 8.18670 0.0 0.0 -0.2
H -0.07636 -2.24077 5.78756 0.1 0.2 -0.2
H 1.65722 -2.06543 5.57035 0.1 0.2 0.0
H 1.80975 -0.02749 4.35794 0.0 -0.1 0.1
H 0.55753 1.21858 4.55491 0.1 0.0 0.2
H 0.08772 -0.39005 4.10568 0.1 -0.1 0.0
H -0.80306 1.18504 6.94874 0.1 -0.1 0.3
H -1.12531 -0.51195 7.45687 -0.1 0.1 0.1
H -1.47958 0.07735 5.81300 0.0 -0.3 0.1
H 2.40119 1.99049 6.31125 0.0 0.1 0.0
C -1.74697 2.21408 -2.49290 -0.3 0.7 -0.3
C -1.06362 1.79238 -3.79705 -0.1 -0.4 -0.4
C 0.17492 0.94936 -3.47676 0.4 0.4 0.1
C -1.98521 0.89262 -4.63225 -0.2 0.0 -0.1
C -3.03112 1.64622 -5.45549 0.5 -0.3 0.3
C -2.27459 2.57650 -6.40222 -1.2 -0.2 0.0
C -1.44727 3.60114 -5.64384 0.1 -0.2 0.8
C -0.49405 4.29760 -6.59041 -0.1 0.0 -0.2
C -2.34088 4.63930 -4.96789 -0.6 0.5 -0.4
N -0.63569 2.88972 -4.64983 0.9 -0.9 -0.7
O 0.25206 3.74073 -3.96876 -0.1 0.3 0.4
H -2.14877 1.33490 -1.98492 0.0 0.2 0.1
H -1.05954 2.75428 -1.83632 0.0 -0.1 -0.1
H -2.56533 2.91581 -2.68117 -0.1 -0.2 -0.1
H 0.96041 1.57745 -3.04347 -0.3 -0.2 -0.3
H -0.05098 0.15335 -2.76345 -0.1 0.1 -0.3
H 0.61220 0.53781 -4.38707 -0.2 -0.1 0.0
H -1.37144 0.31298 -5.32789 0.1 0.1 -0.1
H -2.46264 0.15991 -3.97181 0.9 0.6 -0.7
H -3.62938 0.89763 -5.97934 -0.1 0.2 -0.2
H -3.71519 2.21648 -4.82340 0.0 -0.1 0.1
H -3.01046 3.12224 -7.00604 0.2 0.0 -0.1
H -1.68290 1.96054 -7.08274 0.3 0.2 0.1
H 0.06804 5.03453 -6.02156 0.2 0.1 -0.3
H -1.06874 4.77277 -7.38792 0.0 0.2 0.1
H 0.17129 3.57593 -7.06612 0.2 0.0 0.2
H -1.81431 5.19162 -4.19091 0.1 -0.2 0.1
H -3.24318 4.19006 -4.55315 0.1 0.0 0.2
H -2.69108 5.38186 -5.69530 0.1 -0.1 0.0
H 1.09577 3.67242 -4.44119 0.0 0.1 -0.1
C 1.06395 -1.87341 1.60561 -0.7 0.0 0.1
O 0.55598 -1.49400 0.34533 0.1 -0.3 -0.3
C 1.36974 -0.61030 -0.40919 -0.2 -0.4 -0.4
C 1.27181 0.81901 0.09787 -1.0 0.0 0.5
C -0.20071 1.21482 0.17434 -0.1 0.5 0.4
N 1.99821 1.72898 -0.75231 1.0 0.4 -0.4
H 1.68489 -1.07164 2.00520 0.2 -0.3 0.3
H 1.56609 -2.84756 1.59973 0.4 0.2 -0.3
H 0.18382 -2.02554 2.23981 0.2 0.2 0.2
H 2.39674 -0.97887 -0.50074 0.1 0.2 0.2
H 0.93797 -0.65484 -1.41774 0.2 0.1 0.2
H 1.65922 0.88247 1.11991 0.4 0.0 -0.1
H -0.80801 0.68425 0.90421 0.2 -0.6 -0.2
H -0.62686 1.16244 -0.83123 0.0 -0.2 0.7
H -0.26089 2.24723 0.54419 0.1 0.1 -0.4
H 1.49744 1.94483 -1.61014 0.0 -0.3 0.4
H 2.12611 2.64036 -0.32823 -0.1 -0.2 0.3
C 3.87117 -4.97761 2.63821 0.1 -0.5 -0.2
O 4.01431 -4.40013 1.35807 0.4 -0.3 -0.2
C 3.94486 -5.31189 0.26136 -0.6 0.5 0.4
C 4.52485 -4.61199 -0.94902 0.0 -0.3 -0.1
C 3.84288 -3.27770 -1.17195 0.3 0.5 0.5
N 4.43355 -5.51975 -2.10920 0.1 0.3 0.0
H 3.90345 -6.07515 2.61093 -0.1 0.1 -0.2
H 2.90493 -4.69264 3.05630 0.2 0.1 0.3
H 4.72016 -4.67415 3.25109 -0.2 0.3 0.2
H 4.48099 -6.23666 0.48538 0.0 0.0 -0.1
H 2.87827 -5.53518 0.08495 0.1 -0.2 -0.1
H 5.57835 -4.45191 -0.70375 0.1 0.0 -0.3
H 3.98573 -2.62659 -0.30570 -0.1 -0.2 0.1
H 2.76491 -3.41338 -1.28748 0.0 0.1 -0.3
H 4.30493 -2.72366 -1.99150 -0.3 -0.2 -0.3
H 3.46069 -5.59431 -2.40040 0.0 -0.1 0.2
H 4.87421 -5.05526 -2.89953 0.1 -0.2 0.1
C -4.73256 4.85992 -0.46208 -0.5 0.1 0.1
O -5.02282 3.80799 0.42369 0.1 -0.1 0.1
C -3.84814 3.10498 0.80474 -0.5 0.2 0.1
C -4.22386 2.15338 1.92897 -0.4 -0.3 0.2
C -3.02412 1.33164 2.36803 0.2 0.1 0.2
N -5.33599 1.26790 1.56523 0.4 0.3 0.2
H -5.68899 5.28700 -0.76590 0.1 -0.1 -0.1
H -4.19419 4.49115 -1.33954 0.1 0.1 -0.1
H -4.17666 5.65946 0.04263 0.2 -0.1 -0.1
H -3.46999 2.55097 -0.06692 0.3 0.1 0.1
H -3.12018 3.84512 1.16604 0.3 -0.2 -0.1
H -4.55620 2.77258 2.76919 0.0 0.0 0.0
H -2.14830 1.98669 2.39036 0.1 -0.2 -0.1
H -2.85078 0.48352 1.69979 0.1 0.2 -0.2
H -3.12058 0.91673 3.37307 -0.3 0.1 0.0
H -5.01139 0.70121 0.78528 -0.4 -0.2 0.0
H -6.10797 1.84828 1.25532 0.0 -0.1 -0.1
C 0.77571 4.92190 1.09205 -0.5 0.3 0.1
O 1.54007 4.76021 -0.08006 0.0 0.3 0.4
C 2.77857 5.46493 -0.03014 -0.1 -1.1 -0.2
C 3.40735 5.17222 -1.37481 0.3 0.5 -1.0
C 4.77717 5.81385 -1.58463 -0.5 0.1 0.0
N 2.49065 5.58988 -2.48209 -0.6 0.1 1.5
H -0.27676 4.78960 0.83545 0.1 -0.3 0.0
H 0.85325 5.94191 1.48742 0.2 -0.1 0.0
H 1.06121 4.20882 1.87196 0.0 0.0 0.0
H 2.57840 6.52594 0.15112 0.2 0.1 -0.1
H 3.40935 5.03623 0.76059 0.0 0.3 0.1
H 3.52587 4.09228 -1.48998 -0.1 0.0 0.2
H 5.08787 5.64230 -2.61572 0.1 -0.1 0.0
H 5.51572 5.38949 -0.90517 0.0 0.1 0.0
H 4.71174 6.89626 -1.43931 0.1 0.0 0.1
H 2.26172 6.57503 -2.30879 0.5 0.0 -0.5
H 1.58796 5.18554 -2.20044 0.2 -0.3 -0.5
```
Forces are in eV/Å.

Calculated values
F_max: 2.0 eV/Å
ΔE to the lowest compared entry with this formula, charge and spin: 0.0 kJ/mol
Kohn-Sham gap: 8.33 eV
Calculated total energy: -3577.2995 a.u.
HOMO energy: -7.931 eV